w) The ion C7H10N with charge +1. Source: the OMol25 dataset; level of theory: ωB97M-V with the def2-TZVPD basis set.

- HOMO-LUMO gap: 9.21 eV
- Spin multiplicity: 1
- SMILES: Cc1ccc([NH3+])cc1
- LUMO level: -0.136 hartree
- Charge: +1

Last column: natural (NBO) charge in e.
Geometry (Å):
C: 1.215 0.429 0.386  -0.21
C: -0.174 -1.271 -0.056  -0.20
C: 0.160 1.368 -0.078  -0.19
C: -1.290 -0.439 -0.152  -0.20
C: 1.227 -1.042 0.394  0.09
C: -1.244 1.113 -0.339  0.00
C: 2.337 -1.955 0.616  -0.67
N: -2.313 1.996 -0.663  -0.66
H: 2.253 0.832 0.751  0.24
H: -0.438 -2.389 -0.093  0.23
H: 0.461 2.491 -0.197  0.22
H: -2.136 -0.968 -0.326  0.21
H: 2.119 -3.105 0.843  0.26
H: 2.777 -1.632 1.579  0.25
H: 3.023 -1.877 -0.130  0.25
H: -1.960 2.831 -1.031  0.45
H: -2.700 2.173 0.277  0.47
H: -2.908 1.505 -1.275  0.46

=====

x) The ion C7H10N with charge +1. Source: the OMol25 dataset; level of theory: ωB97M-V with the def2-TZVPD basis set.

- HOMO-LUMO gap: 6.36 eV
- Spin multiplicity: 1
- LUMO level: -0.240 hartree
- Charge: +1

Last column: natural (NBO) charge in e.
Geometry (Å):
C: -1.198 -0.549 -0.455  -0.11
C: -0.095 -0.117 1.639  0.35
C: -2.231 -0.278 0.627  -0.43
C: -1.464 0.088 1.934  -0.61
C: 1.311 -0.487 -0.959  -0.31
C: 0.034 -0.341 -0.175  0.07
C: 2.666 1.157 -1.894  0.03
N: 1.591 0.670 -1.650  -0.44
H: -2.815 0.522 0.274  0.25
H: -2.913 -1.145 0.785  0.26
H: -1.659 -0.747 2.600  0.31
H: -1.684 1.162 2.272  0.35
H: 1.983 -0.866 -0.255  0.20
H: 1.124 -1.324 -1.657  0.24
H: 3.671 0.747 -1.813  0.16
H: 0.601 -0.205 2.444  0.21
H: 2.604 2.261 -2.205  0.18
H: -1.526 -0.548 -1.514  0.27

=====

Energy comparison, zero being the most stable, in kcal/mol: w) 0.0; x) 43.3.

=====

w) A structure of composition C7H10N. Source: the OMol25 dataset; level of theory: ωB97M-V with the def2-TZVPD basis set.

- HOMO-LUMO gap: 8.26 eV
- Spin multiplicity: 1
- LUMO level: -0.259 hartree
- Charge: +1

Last column: natural (NBO) charge in e.
Geometry (Å):
C: -2.454 -0.645 -0.184  0.66
C: -2.449 -0.886 1.208  -0.33
C: -1.225 -0.394 1.438  -0.05
C: -0.608 0.251 0.151  -0.04
C: 0.902 0.266 -1.882  -0.60
C: 1.709 0.485 0.611  -0.62
C: 0.762 -0.141 -0.380  -0.23
N: -1.657 -0.125 -0.885  -0.29
H: -3.123 -1.478 1.821  0.31
H: -0.618 -0.528 2.343  0.27
H: -0.770 1.386 0.122  0.30
H: 0.867 1.331 -1.651  0.20
H: 0.014 -0.023 -2.438  0.23
H: 1.873 -0.148 -2.207  0.25
H: 2.013 1.470 0.102  0.24
H: 2.742 -0.021 0.620  0.26
H: 1.145 0.465 1.528  0.21
H: 0.877 -1.267 -0.317  0.22

=====

x) The ion C7H10N with charge +1. Source: the OMol25 dataset; level of theory: ωB97M-V with the def2-TZVPD basis set.

- HOMO-LUMO gap: 9.69 eV
- Spin multiplicity: 1
- LUMO level: -0.212 hartree
- Charge: +1

Last column: natural (NBO) charge in e.
Geometry (Å):
C: 1.926 -0.205 0.177  -0.32
C: 2.957 -0.916 0.354  0.37
C: 1.728 1.348 0.230  -0.08
C: -0.111 0.151 -1.473  -0.21
C: -0.674 -0.244 -0.125  0.19
C: -1.684 0.656 0.644  -0.61
C: -0.703 -1.667 0.213  -0.66
N: 0.654 0.321 -0.271  -0.23
H: 1.532 1.830 1.248  0.28
H: 2.205 1.838 -0.601  0.26
H: 0.328 -0.723 -1.962  0.25
H: -0.487 1.056 -1.902  0.26
H: -1.285 0.456 1.689  0.23
H: -2.755 0.390 0.502  0.27
H: -1.392 1.701 0.323  0.22
H: 0.260 -2.269 0.234  0.25
H: -1.402 -2.082 -0.565  0.26
H: -1.098 -1.643 1.284  0.25

=====

Energy comparison, zero being the most stable, in kcal/mol: w) 0.0; x) 65.9.

=====

w) A cluster of 6 separate species, H12O6 in total. Source: the OMol25 dataset; level of theory: ωB97M-V with the def2-TZVPD basis set.

- HOMO-LUMO gap (spin up / spin down): 2.86 / 11.47 eV
- Spin multiplicity: 2
- LUMO level (spin up / spin down): 0.122 / 0.130 hartree
- Charge: -1

Last column: natural (NBO) charge in e.
Geometry (Å):
O: 0.944 0.319 2.464  -1.00
H: 0.515 0.362 1.610  0.50
H: 1.747 -0.177 2.305  0.47
O: -2.035 1.500 -1.800  -1.22
H: -2.070 2.419 -1.536  0.45
H: -2.833 1.367 -2.312  0.40
O: -0.488 2.911 1.835  -0.97
H: -1.211 2.339 1.576  0.47
H: 0.190 2.314 2.149  0.49
O: 2.950 -1.739 -0.397  -0.98
H: 3.325 -1.026 -0.913  0.45
H: 2.026 -1.758 -0.647  0.48
O: -0.198 -2.925 -0.940  -1.22
H: -1.089 -3.214 -0.743  0.41
H: -0.228 -2.668 -1.862  0.34
O: -0.433 0.136 0.091  -1.06
H: -0.336 -0.768 -0.210  0.48
H: -0.774 0.607 -0.669  0.50

=====

x) A cluster of 6 separate species, H12O6 in total. Source: the OMol25 dataset; level of theory: ωB97M-V with the def2-TZVPD basis set.

- HOMO-LUMO gap (spin up / spin down): 2.66 / 10.45 eV
- Spin multiplicity: 2
- LUMO level (spin up / spin down): 0.113 / 0.110 hartree
- Charge: -1

Last column: natural (NBO) charge in e.
Geometry (Å):
O: -0.421 -2.868 1.491  -0.97
H: -0.572 -2.026 1.060  0.49
H: -1.116 -3.436 1.157  0.46
O: -0.111 2.522 0.723  -1.41
H: 0.712 2.580 1.208  0.30
H: -0.741 2.185 1.361  0.36
O: -0.181 3.248 -1.904  -0.99
H: -0.006 4.189 -1.922  0.45
H: -0.034 2.994 -0.993  0.49
O: 2.597 -2.011 -0.194  -0.96
H: 2.527 -2.928 0.072  0.47
H: 3.517 -1.900 -0.434  0.46
O: -0.071 -0.033 -0.002  -1.07
H: 0.853 -0.272 -0.068  0.48
H: -0.063 0.900 0.215  0.49
O: -2.338 -1.255 -0.918  -0.99
H: -1.559 -0.790 -0.614  0.50
H: -2.993 -1.098 -0.238  0.45

=====

Energy comparison, zero being the most stable, in kcal/mol: w) 0.0; x) 3.5.

=====

w) A cluster of 2 separate species, C3H5N4O2 in total. Source: the OMol25 dataset; level of theory: ωB97M-V with the def2-TZVPD basis set.

- HOMO-LUMO gap: 8.77 eV
- Spin multiplicity: 1
- LUMO level: -0.153 hartree
- Charge: +1

Last column: natural (NBO) charge in e.
Geometry (Å):
C: 0.205 1.101 0.111  -0.17
C: -1.198 1.164 0.536  0.52
C: 1.914 -1.420 -1.167  1.01
N: -0.607 -0.850 0.175  -0.05
N: 0.485 -0.155 -0.081  -0.25
N: -1.902 2.183 1.003  -0.78
N: 1.420 -2.535 -0.667  -0.81
O: 2.527 -0.832 -1.921  -0.33
O: -1.633 -0.051 0.489  -0.22
H: 0.782 2.059 0.140  0.25
H: -1.538 3.085 0.830  0.42
H: -2.861 2.097 1.576  0.46
H: 0.509 -2.441 -0.207  0.48
H: 1.898 -3.406 -0.816  0.47

=====

x) A structure of composition C3H5N4O2. Source: the OMol25 dataset; level of theory: ωB97M-V with the def2-TZVPD basis set.

- HOMO-LUMO gap: 9.29 eV
- Spin multiplicity: 1
- LUMO level: -0.193 hartree
- Charge: +1

Last column: natural (NBO) charge in e.
Geometry (Å):
C: -0.791 -1.186 0.925  0.73
C: 0.112 2.031 -1.502  0.68
C: 1.642 -0.641 0.377  -0.43
N: -1.603 0.527 -0.292  0.05
N: -0.339 0.596 -0.384  -0.06
N: -1.931 -0.484 0.462  -0.37
N: 0.221 -0.428 0.362  -0.23
O: -0.712 -2.149 1.606  -0.51
O: 1.211 2.247 -1.661  -0.30
H: -0.917 2.305 -1.704  0.26
H: 1.851 -1.504 1.005  0.27
H: 2.004 -0.830 -0.635  0.23
H: 2.150 0.236 0.782  0.23
H: -2.897 -0.719 0.659  0.46

=====

Energy comparison, zero being the most stable, in kcal/mol: w) 3.0; x) 0.0.

=====

w) A cluster of 4 separate species, C4H17NO3 in total. Source: the OMol25 dataset; level of theory: ωB97M-V with the def2-TZVPD basis set.

- HOMO-LUMO gap: 9.89 eV
- Spin multiplicity: 1
- SMILES: CCCNC.O.O.O
- LUMO level: 0.029 hartree

Last column: natural (NBO) charge in e.
Geometry (Å):
C: 1.651 -2.501 0.706  -0.61
C: 0.201 -2.712 0.221  -0.40
C: -0.851 -1.905 0.972  -0.21
N: -0.946 -0.537 0.531  -0.66
C: -2.186 0.132 0.866  -0.41
H: 1.749 -2.647 1.784  0.20
H: 2.282 -3.241 0.214  0.21
H: 2.011 -1.494 0.483  0.20
H: 0.147 -2.454 -0.838  0.20
H: 0.029 -3.779 0.352  0.20
H: -1.786 -2.435 0.853  0.20
H: -0.628 -1.952 2.045  0.16
H: -0.124 -0.016 0.729  0.37
H: -2.965 -0.180 0.182  0.20
H: -2.514 -0.080 1.893  0.17
H: -2.099 1.217 0.812  0.21
H: -0.172 -0.279 -2.755  0.46
H: -0.877 -0.060 -1.359  0.49
O: -0.851 0.215 -2.292  -0.99
H: -0.271 3.948 -4.454  0.47
H: -0.744 3.490 -3.060  0.48
O: -0.455 4.250 -3.566  -0.95
H: 2.723 4.960 1.711  0.47
H: 3.689 4.020 2.300  0.46
O: 2.989 4.039 1.670  -0.93

=====

x) A cluster of 4 separate species, C4H17NO3 in total. Source: the OMol25 dataset; level of theory: ωB97M-V with the def2-TZVPD basis set.

- HOMO-LUMO gap: 10.24 eV
- Spin multiplicity: 1
- SMILES: CNC(C)C.O.O.O
- LUMO level: 0.023 hartree

Last column: natural (NBO) charge in e.
Geometry (Å):
C: -0.104 -1.598 -1.381  -0.44
N: -0.740 -0.211 -0.987  -0.66
C: 0.546 1.421 -2.349  -0.63
C: 0.198 0.874 -0.911  -0.04
C: 1.336 0.412 -0.009  -0.63
H: 0.329 -1.784 -2.365  0.19
H: -1.017 -2.279 -1.303  0.22
H: 0.692 -1.799 -0.626  0.21
H: -1.464 -0.049 -1.661  0.36
H: 1.467 2.045 -2.243  0.22
H: -0.156 2.195 -2.670  0.21
H: 0.510 0.691 -3.068  0.21
H: -0.386 1.664 -0.374  0.18
H: 1.680 1.494 0.183  0.22
H: 2.012 -0.220 -0.355  0.20
H: 1.065 -0.072 0.953  0.22
H: -1.062 0.260 3.722  0.47
H: -0.634 1.104 2.504  0.50
O: -0.367 0.731 3.369  -0.98
H: -2.328 1.682 0.908  0.46
H: -1.492 0.403 0.558  0.50
O: -2.034 0.846 1.341  -0.99
H: 1.240 -3.014 2.589  0.47
H: 0.298 -1.931 2.105  0.47
O: 0.409 -2.863 2.068  -0.94

=====

Energy comparison, zero being the most stable, in kcal/mol: w) 0.0; x) 30.5.

=====

w) A cluster of 4 separate species, C4H17NO3 in total. Source: the OMol25 dataset; level of theory: ωB97M-V with the def2-TZVPD basis set.

- HOMO-LUMO gap: 10.63 eV
- Spin multiplicity: 1
- SMILES: CCNCC.O.O.O
- LUMO level: 0.030 hartree

Last column: natural (NBO) charge in e.
Geometry (Å):
C: -0.122 -0.729 2.547  -0.64
C: -0.709 -0.187 1.236  -0.26
N: -0.287 -1.066 0.078  -0.62
C: -0.863 -0.680 -1.199  -0.22
C: -0.273 -1.506 -2.394  -0.61
H: -0.037 0.103 3.283  0.23
H: -0.556 -1.618 3.014  0.21
H: 0.955 -1.012 2.268  0.21
H: -0.262 0.829 0.967  0.24
H: -1.765 -0.065 1.482  0.19
H: -0.671 -1.979 0.394  0.38
H: -0.573 0.302 -1.288  0.22
H: -1.958 -0.687 -1.136  0.19
H: -0.386 -2.557 -2.061  0.20
H: 0.799 -1.356 -2.466  0.21
H: -0.780 -1.201 -3.297  0.23
H: -0.687 3.445 -1.220  0.47
H: -0.361 2.354 -0.069  0.50
O: -0.941 2.580 -0.863  -1.01
H: 1.084 -0.801 -0.089  0.49
H: 2.277 0.276 -0.878  0.49
O: 2.065 -0.262 -0.063  -0.97
H: 1.656 0.930 0.335  0.53
H: 1.135 2.830 0.991  0.49
O: 1.260 2.060 0.426  -1.16

=====

x) A cluster of 4 separate species, C4H17NO3 in total. Source: the OMol25 dataset; level of theory: ωB97M-V with the def2-TZVPD basis set.

- HOMO-LUMO gap: 10.38 eV
- Spin multiplicity: 1
- SMILES: CC(C)CN.O.O.O
- LUMO level: 0.023 hartree

Last column: natural (NBO) charge in e.
Geometry (Å):
C: -0.738 0.749 -0.975  -0.21
C: -0.210 -0.554 -1.568  -0.24
C: 0.042 -1.671 -0.527  -0.62
C: -1.147 -1.134 -2.661  -0.59
N: 0.314 1.823 -0.986  -0.88
H: -1.015 0.588 0.065  0.19
H: -1.592 1.217 -1.467  0.19
H: 0.707 -0.394 -2.141  0.19
H: 1.098 -1.677 -0.256  0.21
H: -0.227 -2.627 -0.977  0.21
H: -0.359 -1.620 0.479  0.24
H: -2.091 -1.454 -2.221  0.20
H: -1.344 -0.422 -3.463  0.20
H: -0.674 -2.044 -3.036  0.21
H: -0.019 2.657 -1.446  0.37
H: 1.177 1.532 -1.416  0.35
H: 1.233 -0.288 3.081  0.48
H: 1.279 0.355 1.694  0.49
O: 0.753 -0.257 2.244  -0.98
H: -1.181 -0.532 2.697  0.49
H: -2.265 0.527 2.531  0.46
O: -2.046 -0.263 3.041  -0.96
H: 1.833 1.679 0.543  0.49
H: 2.789 0.622 -0.062  0.47
O: 2.677 1.209 0.690  -0.96

=====

Energy comparison, zero being the most stable, in kcal/mol: w) 34.3; x) 0.0.